ORCA calculation (the ωB97M-V functional and the def2-TZVPD basis) on a molecular structure, C40H96AsF6N5O3 at a distorted geometry.

The spin multiplicity is 1. The total charge is +4. The value obtained for the LUMO energy is -6.93 eV. The value obtained for the HOMO energy is -16.898 eV. For the gap between HOMO and LUMO, the calculation gives 9.967 eV.

CARTESIAN COORDINATES (ANGSTROEM)
As -0.29 1.16 0.69
F 1.28 0.55 1.18
F 0.39 2.16 -0.58
F -1.90 1.50 0.10
F -1.02 0.14 1.96
F -0.23 2.42 1.87
F -0.30 -0.30 -0.36
C 4.62 -7.30 -0.67
C 3.64 -6.43 0.08
N 3.22 -5.17 -0.64
C 2.54 -5.56 -1.92
C 2.19 -4.50 0.23
C 2.53 -4.28 1.70
C 4.40 -4.24 -0.91
C 4.08 -2.92 -1.60
O 3.59 -2.05 -0.61
C 3.28 -0.77 -1.09
H 5.45 -6.78 -1.16
H 4.14 -7.95 -1.41
H 5.15 -8.08 -0.11
H 4.19 -6.19 0.99
H 2.70 -6.91 0.34
H 2.05 -4.70 -2.37
H 1.76 -6.29 -1.72
H 3.32 -5.97 -2.56
H 1.23 -5.02 0.16
H 1.94 -3.56 -0.26
H 2.54 -5.22 2.26
H 1.60 -3.88 2.11
H 3.41 -3.66 1.83
H 5.08 -4.86 -1.49
H 4.88 -3.95 0.02
H 3.35 -3.05 -2.40
H 5.03 -2.62 -2.06
H 4.00 -0.42 -1.84
H 3.30 0.04 -0.37
H 2.30 -0.72 -1.58
C 0.42 3.73 5.32
C 0.04 3.00 6.61
N -0.44 1.58 6.42
C -1.69 1.59 5.56
C 0.59 0.72 5.69
C 1.93 0.69 6.45
C -0.74 0.79 7.70
C -1.97 1.27 8.46
O -1.90 2.63 8.68
C -3.02 3.18 9.33
H 0.57 4.80 5.38
H -0.37 3.60 4.58
H 1.29 3.22 4.89
H -0.71 3.62 7.11
H 0.90 2.88 7.26
H -2.07 0.57 5.64
H -1.34 1.68 4.53
H -2.24 2.50 5.77
H 0.89 1.20 4.76
H 0.15 -0.26 5.51
H 1.82 0.09 7.36
H 2.41 1.62 6.76
H 2.67 0.14 5.87
H 0.10 1.10 8.32
H -0.78 -0.28 7.52
H -1.96 0.72 9.41
H -2.95 0.95 8.07
H -3.92 3.00 8.73
H -2.91 4.26 9.40
H -3.19 2.84 10.36
C 0.10 -2.28 -8.11
C -1.29 -1.66 -8.17
N -1.25 -0.13 -8.01
C -0.53 0.50 -9.17
C -2.65 0.48 -7.95
C -3.52 0.05 -9.15
C -0.39 0.33 -6.81
C -0.86 -0.23 -5.46
O -0.01 0.41 -4.53
C -0.39 0.28 -3.14
H 0.14 -3.34 -8.35
H 0.55 -2.17 -7.12
H 0.79 -1.80 -8.81
H -2.06 -1.93 -7.46
H -1.60 -1.72 -9.21
H -0.84 0.07 -10.12
H 0.54 0.38 -9.10
H -0.76 1.56 -9.27
H -2.59 1.55 -7.79
H -3.08 0.02 -7.05
H -4.38 0.71 -9.20
H -3.88 -0.97 -9.07
H -2.91 -0.02 -10.05
H -0.49 1.41 -6.90
H 0.64 0.15 -7.08
H -0.82 -1.32 -5.39
H -1.90 0.10 -5.34
H -0.80 1.26 -2.91
H 0.51 0.06 -2.59
H -1.16 -0.47 -2.93
C -4.79 0.69 2.82
C -4.89 -0.79 2.53
C -4.00 -1.64 3.44
N -3.99 -3.12 3.12
C -5.33 -3.71 3.35
C -3.30 -3.29 1.72
C -2.27 -4.39 1.81
C -1.77 -4.30 3.26
C -3.01 -3.89 4.01
H -5.32 0.98 3.73
H -5.23 1.21 1.97
H -3.74 0.98 2.92
H -4.59 -1.01 1.50
H -5.93 -1.12 2.54
H -4.52 -1.55 4.40
H -2.95 -1.39 3.54
H -5.53 -3.71 4.42
H -5.32 -4.75 3.04
H -6.16 -3.17 2.89
H -4.15 -3.53 1.08
H -2.78 -2.36 1.53
H -2.55 -5.42 1.65
H -1.47 -4.01 1.17
H -1.44 -5.27 3.62
H -0.90 -3.65 3.41
H -3.51 -4.85 4.17
H -2.83 -3.54 5.03
C 2.56 6.36 1.23
C 2.04 6.56 -0.20
C 2.52 5.38 -1.06
N 2.28 5.40 -2.57
C 2.77 6.73 -3.07
C 0.78 5.22 -2.82
C 0.61 4.58 -4.18
C 1.94 3.88 -4.46
C 2.90 4.24 -3.34
H 3.59 6.68 1.38
H 2.40 5.32 1.48
H 2.03 6.96 1.98
H 2.37 7.52 -0.60
H 0.95 6.63 -0.17
H 2.33 4.41 -0.61
H 3.61 5.38 -1.10
H 2.07 7.50 -2.78
H 2.93 6.66 -4.14
H 3.70 7.01 -2.58
H 0.21 6.15 -2.73
H 0.31 4.56 -2.09
H 0.32 5.32 -4.93
H -0.17 3.83 -4.12
H 2.35 4.35 -5.36
H 1.82 2.82 -4.66
H 3.93 4.40 -3.64
H 2.96 3.45 -2.59